Below is 8 unconnected molecules or ions with the total composition C42H104N8O2, with properties calculated with the ωB97M-V functional and the def2-TZVPD basis.

## Properties
- Net charge: +1
- LUMO level (spin up / spin down): -0.099 / -0.270 Ha
- Expectation value of S²: 0.754
- HOMO level (spin up / spin down): -9.2 / -9.2 eV
- Spin multiplicity: 2

```
156
Properties=species:S:1:pos:R:3:forces:R:3
C -5.238 -6.163 -2.067 0.46 0.65 1.52
C -4.406 -4.875 -1.599 -1.87 -1.58 -0.66
N -4.694 -4.449 -0.248 0.00 0.31 0.68
C -3.881 -3.268 0.098 0.05 -0.64 0.77
C -4.513 -2.398 1.161 -0.54 -0.37 0.42
C -4.705 -5.519 0.783 -0.31 0.40 -0.29
C -3.398 -6.300 0.895 -0.51 -0.53 -0.04
H -6.215 -6.277 -1.598 -0.26 0.67 -0.12
H -4.706 -6.992 -1.600 0.14 -0.42 -0.65
H -5.371 -6.287 -3.142 0.43 0.12 0.11
H -3.381 -5.224 -1.729 0.49 0.63 -0.31
H -4.710 -4.022 -2.206 0.62 -0.10 -0.39
H -2.916 -3.568 0.506 0.44 -0.20 -0.04
H -3.608 -2.654 -0.760 -0.42 -0.22 -0.32
H -3.829 -1.581 1.390 -0.33 0.32 -0.09
H -5.539 -2.123 0.914 0.17 0.65 -0.48
H -4.694 -2.932 2.094 0.46 -0.30 0.15
H -5.552 -6.159 0.536 0.19 -0.27 -0.11
H -5.011 -5.093 1.738 0.24 0.26 0.02
H -3.405 -7.181 1.538 -0.49 0.26 0.63
H -2.600 -5.652 1.256 0.29 -0.17 -0.55
H -3.260 -6.816 -0.055 0.77 0.60 -0.30
C 5.817 5.280 2.493 0.20 -0.66 -0.63
C 5.154 5.239 1.085 -1.47 1.05 1.94
N 3.661 5.164 1.326 -1.63 -0.02 -0.75
C 3.070 6.408 1.862 -0.11 0.33 1.59
C 1.679 6.200 2.558 0.25 -0.24 -1.06
C 2.820 4.823 0.090 2.99 -2.01 1.09
C 3.198 3.418 -0.417 0.29 -0.50 0.26
H 6.756 4.726 2.514 0.02 -0.15 -0.20
H 5.113 4.732 3.120 0.18 0.34 0.50
H 6.100 6.266 2.863 -0.58 0.05 0.02
H 5.293 6.222 0.634 0.71 -0.33 -0.92
H 5.507 4.346 0.571 -0.20 0.53 -0.36
H 3.664 6.890 2.639 0.64 -0.75 0.36
H 3.047 7.282 1.211 -0.45 -0.25 -1.10
H 0.956 5.791 1.853 -0.03 -0.21 -0.04
H 1.753 5.505 3.394 0.26 -0.01 0.00
H 1.194 7.117 2.893 0.47 0.28 0.12
H 3.181 5.460 -0.716 -1.14 0.70 -0.14
H 1.774 4.706 0.376 0.07 1.10 -0.35
H 3.030 2.585 0.267 -0.50 0.29 0.47
H 4.266 3.274 -0.579 -0.03 0.46 -0.63
H 2.626 3.192 -1.317 0.22 0.01 -0.21
C -0.453 -7.518 -1.521 1.20 0.35 -0.33
C 0.867 -6.835 -1.029 -2.72 -1.01 0.08
N 0.910 -5.433 -1.248 -0.38 1.62 0.47
C 2.150 -4.901 -0.636 0.83 0.03 -1.55
C 3.200 -4.742 -1.794 -0.30 0.21 0.29
C -0.317 -4.585 -0.966 1.58 -0.04 -0.34
C -0.257 -3.410 -1.936 -0.95 0.74 -0.24
H -1.328 -7.070 -1.049 0.09 -0.27 -0.03
H -0.354 -8.570 -1.251 -0.32 -0.03 0.01
H -0.540 -7.452 -2.605 -0.16 0.05 -0.05
H 0.776 -7.028 0.040 0.95 -0.41 0.53
H 1.700 -7.330 -1.529 0.21 0.06 0.41
H 2.052 -3.978 -0.065 -0.56 0.49 -0.53
H 2.556 -5.538 0.150 -0.07 -0.70 -0.10
H 2.849 -4.027 -2.538 -0.16 0.23 0.24
H 4.195 -4.426 -1.479 0.00 0.08 0.29
H 3.347 -5.642 -2.391 -0.20 -0.38 0.40
H -0.277 -4.225 0.062 -0.01 0.16 0.29
H -1.282 -5.086 -1.040 0.42 -0.39 -0.36
H 0.391 -2.586 -1.638 0.53 -0.42 0.05
H -1.201 -2.872 -2.021 -0.45 -0.21 0.31
H -0.060 -3.720 -2.962 0.41 -0.22 0.15
C 2.774 -1.188 -3.266 -0.56 0.25 0.26
C 2.561 -1.042 -4.770 0.61 0.86 1.31
N 3.754 -0.525 -5.440 -0.79 -2.83 -0.52
C 3.771 -1.258 -6.745 -0.62 1.40 -0.47
C 2.494 -0.993 -7.668 1.02 0.18 0.08
C 4.054 0.901 -5.432 -0.14 -0.86 -1.28
C 5.560 1.153 -5.574 -1.00 -0.02 1.47
H 3.648 -1.743 -2.925 0.09 -0.26 -0.65
H 1.888 -1.716 -2.912 -0.01 0.17 0.50
H 2.871 -0.225 -2.764 -0.28 0.21 0.02
H 2.229 -2.022 -5.114 0.62 -0.03 -0.44
H 1.696 -0.412 -4.977 -0.33 0.33 0.26
H 3.767 -2.342 -6.624 0.24 0.08 0.70
H 4.737 -1.017 -7.187 -0.28 0.08 -0.70
H 1.545 -1.226 -7.184 0.20 -0.01 0.34
H 2.502 -1.624 -8.557 0.33 -0.09 -0.02
H 2.422 0.032 -8.033 0.12 0.11 0.12
H 3.568 1.361 -6.293 -0.19 0.34 -0.34
H 3.619 1.435 -4.587 0.15 -0.46 0.40
H 5.967 0.682 -6.470 0.04 0.70 -0.09
H 5.610 2.230 -5.417 0.80 0.17 -0.93
H 6.080 0.734 -4.713 0.01 -0.26 0.00
C 1.171 2.566 5.777 -0.87 0.02 -1.34
C -0.430 2.550 5.559 3.35 1.49 2.42
N -1.051 3.824 5.936 -1.30 0.84 -3.14
C -2.524 3.694 5.907 -0.15 2.09 1.71
C -3.078 2.728 6.900 0.53 -1.31 -0.10
C -0.561 5.085 5.286 0.87 -1.16 -0.88
C -0.561 6.295 6.143 -0.39 -0.05 0.69
H 1.719 2.981 4.931 -0.33 0.57 -0.13
H 1.573 1.554 5.734 -0.48 -0.18 0.68
H 1.495 3.106 6.667 -0.28 -0.28 0.12
H -0.693 2.524 4.502 -0.21 -1.10 -0.02
H -0.780 1.900 6.362 -0.54 -0.88 -1.18
H -2.967 4.648 6.192 0.46 0.44 -0.44
H -2.954 3.459 4.933 0.89 0.10 -0.52
H -3.841 3.210 7.513 -0.22 -0.57 -0.31
H -3.352 1.909 6.235 -0.95 -0.46 1.04
H -2.311 2.328 7.563 -0.10 0.14 0.20
H -1.186 5.298 4.419 -0.64 -0.41 0.01
H 0.404 4.882 4.822 0.16 -0.17 0.54
H 0.086 6.122 7.003 -0.10 0.44 0.05
H -1.602 6.428 6.436 0.16 0.51 0.44
H -0.243 7.151 5.548 0.06 -0.06 0.19
C -5.429 1.393 -5.149 -0.03 -0.80 0.30
C -6.037 1.360 -3.742 0.01 1.63 0.03
N -5.383 0.464 -2.795 0.14 0.42 -0.09
C -6.161 -0.726 -2.469 0.74 -0.28 0.65
C -7.414 -0.641 -1.530 0.28 0.35 -0.98
C -4.811 1.105 -1.606 -0.40 0.58 0.72
C -3.847 2.271 -1.802 -0.43 -0.11 -0.94
H -4.505 1.969 -5.099 0.26 -0.48 -0.25
H -6.035 1.820 -5.948 -0.37 0.26 0.38
H -5.305 0.346 -5.426 0.66 0.06 -0.26
H -5.894 2.374 -3.369 -0.31 0.16 0.18
H -7.120 1.262 -3.808 -0.14 -0.53 0.22
H -6.328 -1.230 -3.421 -0.60 -0.04 0.07
H -5.416 -1.347 -1.972 -0.17 -0.44 0.24
H -8.230 -0.066 -1.968 0.02 0.12 -0.20
H -7.820 -1.639 -1.367 0.22 -0.06 0.12
H -7.197 -0.165 -0.574 0.22 -0.20 0.02
H -4.257 0.400 -0.986 -0.29 -0.63 -0.20
H -5.609 1.504 -0.979 -0.40 -0.03 0.38
H -4.360 3.064 -2.345 0.37 -0.03 -0.53
H -2.982 1.866 -2.328 0.20 0.57 -0.16
H -3.557 2.796 -0.892 0.09 -0.60 0.38
C 6.286 -0.146 4.595 3.61 1.88 0.11
O 7.454 0.313 4.447 -2.79 -1.82 0.41
N 5.239 0.460 4.012 -0.03 -0.98 0.17
C 3.886 -0.040 4.228 0.61 -0.13 -0.46
C 5.500 1.356 2.915 -0.97 0.95 -0.18
H 6.060 -0.983 5.274 -0.02 0.08 -0.12
H 3.209 0.744 4.566 0.13 0.09 0.17
H 3.949 -0.852 4.952 -0.20 0.16 0.09
H 3.463 -0.451 3.311 0.00 -0.06 -0.17
H 6.452 1.887 2.892 0.01 -0.44 0.75
H 5.421 0.857 1.949 -0.29 -0.13 -0.08
H 4.713 2.096 3.052 -0.03 0.40 -0.79
C -1.045 0.119 0.328 -1.38 -0.19 1.93
O -1.210 -1.072 0.168 0.49 0.20 -0.74
N 0.097 0.803 0.459 2.48 -0.29 -0.01
C 0.278 1.983 1.285 -0.52 0.20 -0.58
C 1.383 0.091 0.326 -0.99 -1.23 -0.77
H -1.890 0.755 0.632 -0.36 0.25 -0.45
H 1.028 2.611 0.804 -0.03 0.02 0.24
H 0.636 1.685 2.271 0.12 0.03 0.23
H -0.628 2.578 1.393 -0.20 -0.16 -0.10
H 2.081 0.669 -0.279 0.12 -0.07 0.46
H 1.750 -0.334 1.261 0.34 0.92 0.52
H 1.202 -0.865 -0.166 -0.24 0.25 -0.66
```
Forces are in eV/Å.